A molecular structure, C12H23CaF3NO5P2S in a non-equilibrium geometry, computed with wB97M-V/def2-TZVPD.

Each line ends with the Löwdin charge.
Positions of all 48 atoms, in Å:
Ca (0.04818, -0.00100, 1.04338)  0.9900
P (-2.46412, 0.33443, 0.25676)  0.7286
C (-2.18818, 0.78162, -1.41695)  -0.1953
C (-0.88808, 1.19731, -1.90789)  -0.3085
N (0.25509, 0.91997, -1.16435)  -0.0094
C (1.47706, 1.31114, -1.58460)  -0.2969
C (1.64307, 2.06083, -2.75320)  0.0085
C (0.50843, 2.36396, -3.51321)  -0.0238
C (-0.74358, 1.93328, -3.11596)  0.0006
C (2.68995, 0.95957, -0.69265)  -0.2628
P (2.49040, -0.55747, 0.35263)  0.7265
H (-1.66593, 2.15847, -3.67022)  0.1293
H (2.65386, 2.37180, -3.03047)  0.1306
H (0.61628, 2.93996, -4.43503)  0.1272
H (3.59109, 0.75335, -1.29412)  0.0981
H (2.88983, 1.78786, 0.02422)  0.1151
H (-2.26722, -1.37396, -3.25702)  0.0168
H (-3.06852, 0.95790, -2.05169)  0.0940
H (-0.67862, -3.71768, -1.82297)  0.0325
O (-2.02460, -2.29280, -3.48373)  -0.0672
H (-2.66893, -2.51206, -4.18925)  0.0643
H (-0.36758, -2.02969, 1.23462)  0.1562
O (-0.24966, -4.14745, -1.04765)  -0.0707
H (0.50619, -3.57272, -0.83980)  -0.0112
C (2.87546, -1.95142, -0.74216)  -0.2630
H (3.92375, -1.81469, -1.06696)  0.0597
H (2.71279, -2.89313, -0.17277)  0.0587
H (2.16059, -1.94283, -1.59458)  0.0554
C (3.70489, -0.46627, 1.69355)  -0.2505
H (3.60388, -1.38742, 2.30755)  0.0644
H (4.70443, -0.38320, 1.22335)  0.0617
H (3.45959, 0.39852, 2.35086)  0.0549
C (-3.11169, 1.78763, 1.15063)  -0.2302
H (-4.08933, 2.01486, 0.69191)  0.0563
H (-3.17709, 1.58669, 2.23582)  0.0629
H (-2.40387, 2.62763, 1.02373)  0.0580
C (-3.51573, -1.13126, 0.50474)  -0.2534
H (-3.64498, -1.29587, 1.59628)  0.0626
H (-4.46358, -0.89982, -0.01242)  0.0515
H (-2.98858, -2.00623, 0.06863)  0.0455
F (-0.08796, -0.34470, 5.46977)  0.1639
C (-0.08944, -0.21994, 4.13655)  -0.5800
F (0.92901, -0.99364, 3.59882)  0.0474
F (-1.27483, -0.70625, 3.62249)  0.0643
S (0.14738, 1.58678, 3.69295)  0.4817
O (-0.90175, 2.25186, 4.41009)  -0.2498
O (1.55369, 1.79964, 3.92213)  -0.2727
O (-0.12103, 1.75641, 2.24816)  -0.5219

## Properties
LUMO energy (alpha / beta): -5.4984 / -6.1186 eV
HOMO (alpha / beta): -12.1498 / -11.8982 eV
Total charge: +1
Energy above the lowest of the compared OMol25 structures with the same formula, charge and spin: 642.8 kJ/mol
Gap between HOMO and LUMO (alpha / beta): 6.7 / 5.8 eV
Total energy: -2959.8233 hartree
Maximum force: 2.2 eV Å⁻¹

=====

A gas-phase ion, C25H23N2O2S (charge +1) in a non-equilibrium geometry, computed with wB97M-V/def2-TZVPD.

Each line ends with the Löwdin charge.
Positions of all 53 atoms, in Å:
C (-3.34235, -5.17080, 3.57765)  -0.0348
O (-3.69369, -3.73865, 3.59530)  -0.0824
C (-3.36378, -2.96286, 2.53704)  -0.2804
C (-3.51180, -1.57176, 2.70791)  0.0164
C (-2.89453, -0.71768, 1.81443)  -0.0629
C (-2.04710, -1.20114, 0.81733)  -0.1579
C (-1.09398, -0.15518, 0.16275)  -0.1090
C (-0.57224, -0.60756, -1.23810)  -0.2156
C (-0.79232, 0.17119, -2.40017)  -0.0245
C (-0.10967, -0.11872, -3.57445)  -0.1642
C (0.70431, -1.27630, -3.62900)  -0.2261
O (1.49147, -1.34518, -4.73240)  -0.0080
C (1.17025, -0.16876, -5.57740)  -0.0943
C (0.12197, 0.66607, -4.82588)  -0.0937
C (0.78730, -2.14111, -2.54124)  0.0152
C (0.10200, -1.84058, -1.39300)  -0.0558
C (-2.16565, -2.56551, 0.48040)  -0.0169
C (-2.75901, -3.46601, 1.37988)  0.0020
H (-3.67833, -5.52294, 4.55538)  0.0933
H (-3.87462, -5.70698, 2.76863)  0.0973
H (-2.25257, -5.32793, 3.46821)  0.0990
H (-4.00540, -1.18762, 3.57983)  0.1192
H (-3.03231, 0.35270, 1.92209)  0.1116
H (-1.63676, 0.80354, 0.04141)  0.1487
H (-1.44490, 1.05931, -2.38300)  0.1357
H (2.11362, 0.37324, -5.75799)  0.1272
H (0.78227, -0.55123, -6.53617)  0.1291
H (-0.78489, 0.76261, -5.42246)  0.1238
H (0.50954, 1.66590, -4.63245)  0.1178
H (1.41903, -3.03287, -2.62247)  0.1338
H (0.14421, -2.53140, -0.54491)  0.1180
H (-1.77793, -3.01760, -0.42356)  0.1023
H (-2.65374, -4.54561, 1.24591)  0.1116
C (4.06885, 4.76760, 1.00677)  -0.0563
C (3.13740, 4.00021, 1.72644)  0.0136
C (2.48378, 2.96909, 1.03915)  -0.2179
C (2.68729, 2.72582, -0.30900)  -0.4262
C (3.64607, 3.46752, -1.02041)  -0.0530
C (4.33061, 4.49610, -0.34508)  -0.0620
S (1.61379, 1.50288, -0.93011)  1.2409
C (0.88703, 1.35811, 0.58161)  -0.4939
N (-0.08418, 0.60193, 1.06199)  0.0134
C (-0.19302, 0.87415, 2.54445)  -0.0444
C (0.84989, 1.96822, 2.79435)  -0.0748
N (1.50618, 2.10438, 1.52331)  -0.0182
H (4.60891, 5.59120, 1.48369)  0.1175
H (2.92809, 4.21322, 2.76250)  0.1138
H (3.82059, 3.22203, -2.05106)  0.1077
H (5.07608, 5.08857, -0.90327)  0.1209
H (-1.22158, 1.15540, 2.86612)  0.1261
H (0.10464, -0.06690, 3.06236)  0.1451
H (0.35011, 2.88089, 3.09795)  0.1337
H (1.54104, 1.69699, 3.58872)  0.1386

## Properties
LUMO energy: -2.4130 eV
HOMO: -10.7411 eV
Total charge: +1
Gap between HOMO and LUMO: 8.3 eV
Total energy: -1624.3757 hartree
Maximum force: 2.4 eV Å⁻¹

=====

A single CH4S4 molecule in a non-equilibrium geometry, computed with wB97M-V/def2-TZVPD.

Each line ends with the Löwdin charge.
Positions of all 9 atoms, in Å:
C (-1.80972, 0.53340, -0.10698)  -0.3977
S (0.43764, -1.26673, -0.90312)  0.1118
S (2.08112, -0.24855, 0.62992)  0.0736
S (-1.24871, -1.21970, 0.20228)  0.3430
S (3.33088, 0.79742, -0.33445)  -0.0020
H (-2.24274, 1.08567, 0.72311)  0.0482
H (-2.59465, 0.57002, -0.77036)  0.0018
H (-0.94489, 0.93409, -0.41114)  -0.0526
H (2.99108, -1.18562, 0.97074)  -0.1260

## Properties
LUMO energy (alpha / beta): -1.4388 / -1.4385 eV
HOMO (alpha / beta): -8.2098 / -8.2106 eV
Energy above the lowest of the compared OMol25 structures with the same formula, charge and spin: 110.5 kJ/mol
Gap between HOMO and LUMO (alpha / beta): 6.8 / 6.8 eV
Total energy: -1633.1828 hartree
Maximum force: 3.7 eV Å⁻¹